Molecular formula: C45H41AsN8OP2Pm
Method: DFT, ωB97M-V/def2-TZVPD

Values from the calculation:
net charge	+1
Kohn-Sham gap (alpha / beta)	4.9 / 4.9	eV
<S²>	6.290
spin multiplicity	5

```
99
Properties=species:S:1:pos:R:3:forces:R:3
Pm 0.108 0.260 0.199 0.098 0.633 0.386
C 1.045 4.794 4.943 -0.071 0.122 -0.125
C 1.297 3.698 5.766 0.011 -0.131 0.068
C 1.507 2.435 5.238 0.030 -0.068 -0.013
C 1.444 2.284 3.861 -0.146 0.534 -0.333
C 1.561 1.129 2.972 0.276 -0.173 -0.087
N 1.915 -0.083 3.363 -0.023 0.320 0.302
C 2.032 -1.125 2.556 -0.066 -0.112 -0.075
C 2.793 -2.320 2.884 -0.077 -0.389 -0.477
C 3.597 -2.663 3.958 0.028 0.025 0.062
C 4.240 -3.889 3.922 -0.066 0.171 0.115
C 4.093 -4.752 2.839 -0.022 -0.058 -0.212
C 3.317 -4.406 1.744 0.011 -0.037 -0.018
C 2.668 -3.183 1.775 0.019 0.336 0.525
C 1.862 -2.471 0.800 0.015 0.103 0.169
N 1.590 -2.949 -0.404 -0.048 -0.178 -0.413
C 1.243 -2.204 -1.438 0.413 -0.068 0.281
N 1.259 -0.841 -1.470 0.313 -0.373 -0.506
C 1.097 -0.428 -2.757 0.294 0.285 -0.003
N 1.261 0.806 -3.194 0.042 -0.349 -0.302
C 1.437 1.852 -2.405 -0.043 0.121 0.150
N 1.099 1.955 -1.088 0.421 0.317 -0.374
C 1.447 3.197 -0.648 -0.042 0.024 -0.030
N 1.322 3.661 0.584 0.004 0.246 0.304
C 1.247 2.895 1.657 0.204 0.038 -0.216
N 1.388 1.540 1.685 0.239 0.126 0.315
C 1.216 3.401 3.026 0.029 -0.509 0.433
C 1.011 4.662 3.564 0.054 -0.023 -0.075
C 2.028 3.960 -1.741 -0.037 -0.353 -0.520
C 2.603 5.217 -1.819 -0.023 0.042 0.034
C 3.163 5.596 -3.029 -0.037 0.100 0.239
C 3.154 4.746 -4.132 -0.046 -0.182 -0.128
C 2.584 3.485 -4.064 0.015 0.018 0.000
C 2.024 3.100 -2.858 -0.029 0.397 0.423
C 0.878 -1.585 -3.614 -0.041 -0.662 0.249
C 0.617 -1.722 -4.966 0.116 0.063 0.077
C 0.427 -3.002 -5.461 0.094 0.146 -0.095
C 0.514 -4.117 -4.634 0.061 -0.103 0.112
C 0.794 -3.990 -3.283 0.101 0.026 0.063
C 0.966 -2.715 -2.774 -0.054 0.376 -0.543
N 1.483 -1.266 1.315 0.457 -0.483 0.073
H 0.873 5.765 5.384 0.020 0.043 0.059
H 1.329 3.831 6.837 0.017 0.053 0.079
H 1.722 1.593 5.880 0.003 -0.103 0.047
H 3.735 -1.979 4.780 -0.011 0.066 0.153
H 4.878 -4.179 4.743 0.049 -0.030 0.081
H 4.619 -5.694 2.844 0.022 -0.106 -0.010
H 3.224 -5.052 0.885 0.018 -0.087 -0.064
H 0.819 5.506 2.920 0.029 0.125 -0.058
H 2.620 5.869 -0.959 0.023 0.071 0.065
H 3.629 6.566 -3.116 0.021 0.086 -0.016
H 3.615 5.072 -5.051 0.028 0.044 -0.109
H 2.589 2.814 -4.909 0.014 -0.059 -0.090
H 0.571 -0.855 -5.606 -0.036 0.096 -0.099
H 0.222 -3.131 -6.513 -0.040 -0.063 -0.100
H 0.360 -5.100 -5.052 0.008 -0.096 -0.065
H 0.875 -4.853 -2.641 0.006 -0.131 0.062
C -1.303 -3.804 0.369 0.129 0.229 -0.076
P -1.686 -2.068 -0.115 -1.076 -0.984 -0.206
C -3.384 -2.019 0.620 0.298 0.254 0.062
C -2.167 -2.174 -1.887 0.147 0.126 0.041
C -2.421 -3.405 -2.481 -0.073 0.061 0.044
C -2.773 -3.494 -3.815 -0.072 0.064 0.002
C -2.882 -2.342 -4.574 -0.065 -0.024 0.047
C -2.643 -1.110 -3.995 -0.098 0.035 0.076
C -2.284 -1.002 -2.655 0.174 0.028 0.125
P -1.891 0.636 -1.908 -1.246 0.022 -0.938
C -1.700 1.744 -3.364 0.190 -0.109 0.174
C -3.572 1.231 -1.415 0.283 -0.064 0.205
H -2.186 -4.442 0.321 -0.017 0.019 -0.050
H -0.954 -3.773 1.403 0.018 -0.031 -0.025
H -0.499 -4.209 -0.242 -0.010 -0.051 0.031
H -4.054 -2.685 0.079 0.043 -0.060 0.002
H -3.782 -1.008 0.591 -0.055 0.012 0.026
H -3.311 -2.342 1.658 -0.062 0.010 0.074
H -2.333 -4.310 -1.903 0.031 -0.132 0.063
H -2.956 -4.459 -4.260 -0.005 -0.121 -0.064
H -3.147 -2.403 -5.618 -0.030 0.001 -0.131
H -2.731 -0.225 -4.606 0.010 0.117 -0.072
H -2.646 1.874 -3.889 -0.017 -0.039 0.001
H -0.934 1.364 -4.037 -0.034 0.051 -0.037
H -1.373 2.718 -2.994 0.006 -0.006 -0.021
H -4.307 0.994 -2.183 0.021 0.004 -0.039
H -3.510 2.313 -1.293 -0.057 0.037 0.035
H -3.880 0.795 -0.468 -0.031 0.004 0.021
C -4.095 0.426 3.146 0.492 0.052 -0.097
As -2.250 1.075 3.009 -1.301 0.445 1.681
C -1.351 0.198 4.498 0.033 0.155 -0.283
C -2.353 3.003 3.295 0.067 -0.361 -0.238
O -1.628 0.711 1.528 -0.410 0.072 -0.044
H -4.574 0.857 4.024 0.092 0.066 0.018
H -4.085 -0.661 3.245 0.037 0.101 -0.038
H -4.655 0.704 2.256 0.053 0.038 -0.017
H -2.082 0.050 5.295 -0.033 0.032 -0.087
H -0.520 0.795 4.873 -0.097 -0.010 -0.125
H -0.973 -0.769 4.161 -0.050 0.074 -0.032
H -2.582 3.208 4.340 0.008 -0.084 0.014
H -3.145 3.409 2.661 0.081 -0.146 0.059
H -1.405 3.470 3.030 -0.017 -0.118 0.050
```
Positions in Å, forces in eV/Å.